No. 1
{"formula": "C39H50As2F12N8O4", "method": "ωB97M-V/def2-TZVPD", "elements": ["N", "C", "H", "C", "C", "C", "H", "F", "H", "H", "H", "H", "C", "As", "F", "H", "C", "H", "C", "C", "H", "H", "H", "C", "H", "N", "H", "N", "H", "C", "H", "H", "H", "C", "O", "H", "H", "C", "H", "F", "C", "F", "H", "H", "As", "H", "F", "O", "H", "F", "H", "C", "H", "C", "O", "C", "C", "C", "C", "H", "C", "C", "C", "H", "H", "C", "N", "H", "H", "C", "H", "N", "H", "C", "C", "H", "H", "C", "F", "C", "H", "H", "H", "C", "C", "C", "H", "N", "H", "N", "F", "F", "F", "H", "H", "H", "C", "C", "H", "C", "H", "F", "F", "C", "C", "H", "N", "O", "C", "C", "C", "H", "H", "H", "H"], "coordinates": [[0.722, -4.777, 4.159], [-3.273, 3.870, 4.799], [-5.189, 1.583, 2.903], [0.034, 3.028, -7.355], [-0.899, 1.380, -5.863], [-5.118, 2.347, 3.678], [5.956, -0.069, 0.683], [-4.396, 7.721, -1.845], [9.273, 9.174, 5.281], [-5.930, -1.406, -3.206], [-1.509, 4.816, 5.701], [8.622, 1.734, -0.333], [-1.769, 3.974, 5.060], [-7.926, -4.420, 4.295], [-6.382, -4.998, 5.023], [-1.425, 3.113, 5.633], [7.801, 5.670, 3.796], [1.311, -9.153, -3.734], [7.917, 5.581, 2.429], [-0.425, -4.957, 3.459], [0.006, -7.927, -4.262], [-5.875, 3.112, 3.506], [-1.189, 4.007, 4.137], [1.352, -8.430, -1.369], [-5.773, -3.558, -6.747], [-3.683, 2.930, 3.674], [5.602, 4.146, 2.683], [-1.204, -0.708, 0.757], [-7.215, -4.312, -4.790], [1.866, -5.989, 2.294], [-1.472, -5.819, 1.904], [-7.754, -2.857, -3.889], [5.138, 1.742, 1.828], [-6.897, -3.460, -4.189], [-0.876, -0.025, 1.678], [0.452, -3.241, 5.472], [-3.719, 0.429, -8.261], [-2.916, 0.688, -7.586], [-6.304, -3.859, -3.366], [-3.462, 6.907, 0.299], [0.413, -8.583, -3.493], [-8.015, -3.135, 5.556], [2.106, -8.124, 0.670], [0.621, 3.318, -6.483], [-3.751, 6.149, -1.321], [-0.289, 3.974, -7.790], [-2.119, 6.558, -1.842], [-2.370, -0.798, 0.411], [7.446, 4.944, 4.513], [-4.098, 5.480, -2.983], [-0.105, 1.833, -5.288], [8.353, 3.588, 0.776], [2.026, -9.243, -1.595], [-5.481, -1.472, -4.186], [-4.168, 4.322, 5.514], [7.537, 4.220, 1.686], [-5.429, -2.725, -6.152], [7.940, 2.362, 0.222], [-2.030, 1.756, -7.817], [-5.246, 1.985, 4.698], [0.522, -6.879, 0.359], [8.744, 9.289, 4.335], [6.227, 3.662, 1.946], [8.177, 6.849, 5.575], [-3.096, 2.111, 3.607], [6.123, 0.619, -0.145], [-5.925, -2.537, -4.889], [7.705, 9.618, 4.358], [-1.254, -6.792, -2.589], [-2.894, 0.098, -6.362], [-0.302, -9.381, -3.295], [6.698, 1.836, 0.535], [5.178, 0.826, -0.647], [8.417, 6.681, 1.708], [8.186, 6.866, 4.496], [9.362, 9.881, 3.659], [0.696, 2.605, -8.110], [-3.966, -0.799, -5.880], [-8.856, -5.437, 5.444], [-4.549, -0.567, -4.652], [-4.385, 0.312, -4.048], [-2.065, 2.370, -8.704], [6.911, 0.132, -0.720], [-4.477, -1.883, -6.650], [1.400, -7.905, -0.118], [-1.857, 0.468, -5.493], [1.549, -4.467, 6.182], [0.426, -7.915, -2.227], [-3.466, 3.286, 2.754], [-1.060, 2.136, -6.967], [-5.455, 5.765, -0.902], [-9.466, -3.880, 3.613], [-7.821, -5.708, 3.067], [8.601, 6.679, 0.644], [-1.115, -5.653, -0.334], [9.288, 4.054, 0.501], [8.591, 7.943, 2.382], [0.681, -4.304, 5.544], [-1.361, -4.541, 3.799], [-0.466, -5.710, 2.281], [8.894, 8.783, 1.774], [-6.979, -3.268, 3.306], [-3.262, 4.534, -0.625], [1.835, -5.324, 3.585], [-0.504, -7.040, -1.852], [2.840, -6.318, 1.963], [8.556, 7.933, 3.765], [-0.325, -1.203, 0.101], [5.855, 2.430, 1.404], [-0.510, -6.515, -0.571], [0.678, -6.181, 1.666], [-4.131, -2.123, -7.644], [-0.327, -4.504, 5.908], [-1.783, 0.048, -4.501], [2.698, -5.380, 4.232]], "atomic_forces_ev_per_a": [[0.94, -2.35, -1.83], [-2.14, 1.14, 3.32], [0.27, 0.00, 0.24], [0.57, 1.41, -0.41], [-0.45, 1.59, 0.48], [0.18, 0.78, 0.74], [-0.36, -0.13, -0.09], [1.01, -1.13, 0.11], [-0.47, 0.34, 0.13], [0.05, 0.33, 0.13], [-0.49, 0.20, -0.29], [-0.27, 0.08, -0.49], [-0.39, 0.02, -0.34], [-0.70, 0.21, 1.93], [-1.02, 0.35, -0.72], [-0.31, -0.38, -0.13], [0.48, 2.04, 2.04], [0.28, 0.90, -0.01], [0.07, -1.74, -1.61], [-0.19, -0.52, -0.91], [0.44, -0.21, -0.11], [0.43, 0.18, -0.07], [-0.09, 0.06, -0.04], [-0.54, 1.08, 1.10], [-0.28, -0.08, 0.23], [-0.96, -0.75, -0.72], [-0.18, -0.08, -0.04], [-1.02, 0.69, -1.29], [0.15, 0.40, -0.38], [0.67, 1.63, 3.26], [0.09, -0.22, -0.33], [0.13, -0.22, 0.17], [-0.86, 0.58, -0.37], [0.71, 0.15, -0.19], [0.54, 2.53, 4.32], [1.00, 0.57, -0.11], [0.20, 0.35, -0.44], [0.27, 1.46, -0.58], [-0.50, 0.09, 0.28], [-0.02, -1.15, -1.42], [-1.78, -1.25, -1.02], [0.26, -0.88, -1.19], [0.53, -1.01, -0.59], [-0.17, -0.31, 0.04], [-2.22, 1.01, 0.14], [-0.64, -0.16, 0.11], [-0.81, -0.61, 0.43], [-2.21, -0.58, -0.37], [-0.06, -0.68, -0.60], [0.80, 0.20, 1.73], [0.05, -0.97, 0.77], [-0.29, -0.73, -0.26], [-0.17, 0.11, -0.81], [-0.82, -0.73, 0.16], [3.00, -1.55, -2.88], [-2.14, 1.44, 0.98], [-0.53, -0.02, 1.04], [-1.33, 0.25, 1.02], [-0.31, 0.27, -0.98], [-0.15, -0.32, -0.30], [-0.74, -0.63, -2.87], [-0.05, -0.57, 0.35], [1.44, -0.25, 0.18], [0.09, 0.65, 0.02], [0.70, -0.60, 0.76], [1.25, -0.54, 1.34], [0.64, 0.26, -0.85], [0.39, 0.83, 0.66], [0.09, 0.15, -0.08], [0.60, 0.02, 1.24], [-0.37, -0.16, -0.67], [0.99, 0.45, -1.17], [0.45, 0.23, -0.17], [-0.42, 1.96, 1.41], [-0.26, -1.38, -2.56], [-0.22, -0.07, 0.10], [-0.19, -0.53, 0.20], [-0.51, -0.86, -0.84], [1.08, 0.49, -1.34], [-0.49, -0.27, 0.23], [0.39, 0.00, 0.07], [-0.26, -0.17, -0.24], [-0.33, 0.37, -0.46], [0.67, 0.67, 0.23], [-0.48, 2.00, 2.69], [0.44, -0.26, 0.52], [-0.29, -0.49, -0.39], [1.85, -1.19, 1.12], [-0.20, 1.18, -0.64], [-0.36, -2.17, -0.79], [1.62, -0.17, 0.01], [1.29, -0.20, 0.09], [0.09, 1.04, 0.82], [-0.19, -0.17, -0.07], [-0.52, -0.23, -0.13], [0.28, -0.43, -0.03], [0.20, -4.45, 0.12], [-1.61, 2.07, -0.23], [0.11, 0.11, 0.51], [-0.67, 1.59, 1.39], [-0.04, 0.45, 0.66], [-0.61, -0.93, 0.21], [-0.14, 1.45, -0.91], [-0.23, -0.78, -0.69], [-0.01, 0.15, 0.55], [-0.09, -0.08, -0.14], [0.06, 0.72, -1.86], [2.83, -2.74, -2.63], [1.87, 1.03, 0.83], [1.75, 0.46, 1.14], [-1.04, -0.76, -1.20], [0.26, 0.23, -0.05], [0.45, -1.33, 0.66], [0.04, -0.15, 0.04], [0.20, 0.36, -0.14]], "e_tot_ha": -7923.56080, "total_charge": 4, "e_homo_ha": -0.4966}



No. 2
{"formula": "C36H93F4HgN7O24S4", "method": "ωB97M-V/def2-TZVPD", "elements": ["H", "C", "H", "H", "H", "H", "H", "C", "H", "O", "H", "H", "H", "H", "F", "C", "C", "O", "F", "H", "S", "H", "H", "C", "H", "H", "O", "O", "O", "H", "C", "C", "H", "H", "H", "H", "H", "H", "H", "C", "C", "N", "C", "C", "C", "H", "C", "C", "H", "S", "H", "N", "O", "H", "C", "H", "H", "H", "O", "S", "H", "H", "H", "H", "H", "H", "C", "O", "H", "Hg", "C", "C", "H", "O", "C", "N", "N", "O", "H", "H", "H", "C", "H", "H", "H", "C", "C", "O", "C", "H", "H", "H", "H", "H", "O", "C", "S", "O", "C", "O", "H", "H", "H", "O", "H", "H", "N", "O", "H", "H", "H", "O", "H", "H", "H", "H", "H", "C", "C", "H", "H", "H", "H", "H", "F", "H", "C", "C", "H", "C", "H", "F", "H", "N", "O", "O", "C", "H", "O", "O", "H", "C", "C", "H", "H", "H", "C", "H", "O", "C", "H", "H", "H", "O", "H", "O", "H", "H", "H", "H", "C", "N", "H", "H", "H", "H", "H", "H", "H"], "coordinates": [[-4.965, -4.597, -3.819], [3.095, 4.492, 2.056], [0.156, 0.073, -3.890], [-2.246, -4.481, 1.340], [-2.405, -2.324, 2.860], [-3.824, 6.660, -2.284], [-1.717, 0.636, -2.937], [5.321, -3.514, 0.232], [-3.903, -4.226, 3.229], [-1.423, 10.229, -0.033], [1.922, 3.265, 0.780], [0.730, -1.551, -6.621], [3.242, 5.335, 1.376], [-4.746, 4.841, -0.019], [5.979, -0.422, 0.635], [-1.890, 8.969, 0.382], [3.456, 0.057, 2.197], [3.055, 4.868, 3.427], [0.737, -3.427, -1.160], [1.787, 2.919, 2.544], [0.366, 0.248, -0.102], [-3.302, -3.233, -1.655], [-2.538, -4.058, -2.989], [-0.315, 10.667, 0.726], [4.372, -2.392, 2.791], [3.449, -4.449, 1.966], [0.381, 0.355, 1.306], [5.537, -2.280, -1.785], [-3.149, 4.414, -1.187], [-1.067, 8.242, 0.294], [-4.185, 6.543, -1.246], [2.971, -6.859, -2.077], [-0.064, 11.680, 0.420], [1.545, -3.290, -5.212], [-3.619, 2.797, 0.086], [-3.658, 5.303, 3.835], [0.719, -1.962, -4.450], [5.064, 5.301, 3.551], [-4.511, 3.755, 3.927], [3.143, -3.548, 1.416], [-5.204, -2.348, -5.089], [-3.660, -5.292, -1.650], [-4.629, -3.715, -3.260], [-0.412, -2.876, 4.714], [-3.938, 4.409, 3.269], [-1.954, 0.592, 3.542], [6.274, -2.007, -2.969], [-2.810, -5.418, -0.475], [3.570, 0.858, 1.475], [-0.142, -2.069, -0.893], [-0.722, 3.186, 1.063], [-1.331, -1.737, 4.621], [7.177, 0.617, -1.109], [-2.245, 2.614, -1.012], [2.469, -5.925, -3.135], [-3.825, 9.164, -0.502], [2.161, -7.589, -1.936], [-3.884, 2.563, -1.676], [-0.821, -1.914, -2.127], [6.004, 0.820, -0.357], [3.945, 6.697, 3.128], [-2.304, 9.027, 1.394], [-4.503, 1.455, 2.957], [-5.440, -3.303, -2.644], [-3.299, -3.473, 0.398], [-1.381, 3.384, -4.644], [2.855, -1.843, -4.234], [-4.260, -5.077, 1.350], [1.740, -5.265, -2.655], [3.342, -1.467, -0.939], [0.065, 2.164, -4.169], [3.411, -2.321, 2.272], [3.826, -7.482, -2.353], [5.850, 1.933, 0.489], [-0.567, 3.714, 2.006], [-3.310, 7.122, -0.254], [4.586, 0.385, -1.135], [3.131, -6.174, -0.835], [-0.883, -1.567, 2.551], [2.934, -3.517, -3.186], [5.664, -2.678, 0.841], [-1.740, -1.526, 3.226], [2.886, -6.745, -0.102], [-5.103, -2.999, -5.968], [1.876, -6.470, -3.874], [-0.503, 0.781, -4.418], [-4.694, -4.341, 2.475], [5.194, 1.860, -3.056], [-3.146, -4.516, 0.705], [3.901, -5.570, -4.467], [-0.542, 10.688, 1.797], [-5.173, 7.016, -1.288], [-5.037, -3.341, 2.190], [-1.768, -5.316, -0.784], [3.392, -1.168, 1.458], [-2.467, -0.226, 3.029], [4.286, 1.690, -1.975], [-2.795, 3.706, 2.833], [6.000, -3.443, -1.134], [1.605, -1.469, -6.232], [-5.442, 0.578, 4.185], [3.932, 3.786, 1.957], [0.413, -2.791, 4.000], [3.855, 2.856, -1.294], [3.978, 6.080, 4.762], [2.079, -3.676, 1.211], [1.124, -1.147, -0.659], [-1.817, 0.638, -3.895], [-2.673, -6.299, 4.914], [-0.409, 2.929, 2.769], [6.101, -2.843, -3.667], [-4.208, -2.684, -4.137], [-4.573, 4.690, 2.424], [-1.377, -4.384, 3.468], [-2.954, -6.436, -0.100], [-0.406, -5.032, 4.777], [2.528, 0.193, 2.760], [-4.434, 0.806, 3.842], [-2.965, 8.493, -0.586], [-1.435, 5.225, 3.236], [-0.496, 0.563, -5.483], [-2.552, 8.653, -1.594], [-5.481, -4.927, 2.944], [-2.445, 6.591, -0.232], [1.563, 1.174, -0.547], [3.700, -4.516, -0.223], [4.104, 5.792, 3.720], [-4.411, 5.066, -1.036], [5.740, -4.351, -1.691], [-1.752, 4.553, 2.420], [-3.908, 1.359, 4.630], [2.935, 1.179, -2.669], [-5.086, 4.676, -1.806], [0.645, 4.521, 1.934], [-0.863, -2.450, 0.275], [-0.550, 3.115, -5.045], [-3.443, -4.046, -2.379], [2.590, -2.236, 2.991], [-0.700, 0.751, -0.884], [-2.228, -4.282, 5.365], [5.644, -4.417, 0.768], [1.623, -2.210, -5.020], [-1.105, -4.221, 4.519], [5.901, -1.108, -3.449], [-1.787, -5.995, 6.404], [7.075, -3.375, -0.946], [1.832, 3.709, 1.771], [-5.002, -1.324, -5.391], [-3.795, -0.402, 3.527], [-3.244, 3.032, -0.917], [0.054, -2.892, 5.704], [-2.027, 5.224, 1.598], [-0.132, 2.487, -3.139], [3.491, -5.124, -3.721], [0.531, 10.010, 0.498], [2.881, -2.569, -2.993], [2.826, -0.795, -3.947], [-2.591, -0.022, 1.958], [-4.622, -5.348, -1.333], [-6.206, -2.514, -4.685], [-2.572, -5.594, 5.746], [3.841, -3.551, 0.103], [3.738, -2.093, -4.828], [1.147, 2.210, -4.293], [4.251, 0.026, 2.947], [-3.490, -5.537, 6.325], [7.355, -2.014, -2.823], [0.737, 5.072, 2.779], [-2.185, -2.120, 5.026]], "atomic_forces_ev_per_a": [[-0.05, -0.03, 0.06], [0.07, -1.04, 0.43], [-0.01, -0.10, -0.27], [-0.26, -0.09, 0.32], [-0.03, 0.02, 0.05], [0.30, 0.02, 0.14], [-0.13, -0.13, 0.04], [0.15, -0.13, 0.39], [0.10, 0.02, -0.16], [-0.21, 0.44, 0.04], [-0.26, 0.02, -0.04], [0.01, 0.05, 0.01], [-0.11, 0.14, 0.12], [-0.46, 0.13, -0.08], [0.01, -0.02, -0.03], [-0.09, -0.14, -0.57], [-0.51, -0.21, 0.42], [0.14, 0.78, -0.16], [-0.09, 0.53, 0.12], [0.26, -0.32, -0.34], [3.27, 1.76, -0.12], [0.02, 0.27, -0.29], [0.01, -0.35, -0.01], [-0.08, -0.13, -0.35], [-0.03, 0.04, 0.08], [0.03, 0.17, 0.22], [-0.51, -0.49, 0.45], [0.80, 0.04, 0.05], [-0.06, 0.13, 0.27], [0.02, -0.01, 0.52], [-0.53, -0.43, -0.79], [-1.22, -1.15, 0.52], [-0.07, -0.01, -0.12], [0.42, -0.01, 0.00], [-0.06, 0.22, 0.03], [-0.03, 0.04, -0.05], [0.22, -0.02, 0.24], [0.22, 0.33, -0.06], [0.04, -0.06, -0.03], [0.21, -0.42, -0.24], [0.65, -0.53, -0.04], [0.06, -0.07, -0.22], [0.47, 0.59, -0.05], [-0.05, -0.14, 0.34], [0.00, -0.06, -0.02], [-0.03, 0.06, -0.08], [-0.33, -1.11, -0.88], [-0.35, -0.40, -0.03], [0.16, 0.11, 0.11], [0.45, -4.57, -1.43], [-0.14, 0.18, -0.09], [-0.23, -0.73, -0.55], [0.24, 0.05, -0.66], [0.01, 0.02, 0.03], [-0.23, -0.02, -0.04], [-0.18, -0.23, 0.02], [0.00, 0.04, -0.04], [-0.05, -0.15, 0.17], [-0.09, 0.62, 0.01], [-0.10, -2.51, 1.18], [0.46, -0.02, -0.19], [0.25, -0.21, 0.12], [0.01, 0.02, 0.06], [-0.21, -0.38, -0.02], [-0.31, -0.05, 0.04], [-0.05, -0.08, -0.03], [-0.08, -0.43, 0.10], [-0.02, 0.06, 0.08], [0.21, 0.21, -0.01], [0.13, -0.36, -0.22], [-0.71, 0.57, -0.09], [-0.42, 0.06, -0.18], [0.36, 0.51, -0.05], [-0.15, 0.82, 0.19], [0.70, -0.41, 0.67], [-0.13, 0.35, -0.28], [1.59, 0.96, 1.12], [0.53, 0.14, -0.02], [0.16, 0.22, 0.24], [0.34, 0.03, -0.03], [-0.29, 0.16, -0.10], [0.20, -0.18, -0.51], [0.00, -0.15, -0.12], [-0.06, 0.05, -0.02], [0.35, -0.10, -0.21], [0.62, -0.12, 1.14], [0.21, -0.10, 0.19], [0.40, -0.30, 0.04], [0.84, 0.09, -0.31], [-0.07, -0.06, -0.01], [0.09, -0.18, 0.03], [0.11, 0.23, 0.50], [-0.12, -0.03, 0.05], [0.01, 0.16, 0.06], [0.13, 0.07, 0.26], [-0.71, -0.20, -0.24], [-2.32, 1.85, -2.95], [-0.10, -0.01, 0.08], [-0.61, -0.09, 0.94], [0.41, -0.13, 0.01], [0.01, -0.08, 0.00], [0.12, 0.20, -0.41], [-0.13, 0.13, -0.14], [0.10, -0.21, 0.76], [0.22, -0.15, 0.09], [-0.02, 0.26, -0.07], [-2.48, 1.87, 0.69], [0.05, 0.23, -0.40], [-0.19, 0.24, -0.19], [-0.32, -0.07, -0.06], [-0.12, 0.14, -0.03], [-0.29, -0.11, -0.06], [0.04, 0.17, 0.00], [-0.23, 0.06, 0.04], [0.24, -0.03, 0.00], [0.04, 0.08, 0.04], [-0.11, 0.02, -0.23], [-0.06, 0.25, -0.21], [0.41, 0.73, 0.37], [-0.13, -0.17, 0.15], [-0.19, -0.01, -0.03], [-0.13, -0.33, -0.09], [-0.20, 0.18, -0.11], [-0.11, -0.21, -0.06], [0.06, 0.01, 0.24], [-0.63, 0.70, -0.77], [-1.09, -0.34, 0.19], [0.99, -0.25, 0.05], [0.20, 0.11, -0.30], [0.45, 0.38, -0.31], [0.05, -0.04, -0.04], [0.44, -0.45, 0.08], [-0.27, 0.02, 0.23], [-0.41, 0.47, -0.82], [-0.14, 0.87, 0.27], [0.36, 0.08, -0.01], [-0.26, 0.21, 0.64], [0.22, -0.11, 0.25], [-0.85, -0.75, -0.16], [-0.26, -0.02, -0.19], [0.15, -0.02, -0.19], [-1.34, 0.16, -0.08], [0.65, -0.34, -0.20], [0.14, 0.26, 0.34], [-0.06, -0.04, -0.03], [0.08, -0.13, -0.27], [0.12, 0.14, 0.77], [-0.34, 0.10, 0.02], [0.14, -0.16, 0.57], [0.16, -0.12, -0.51], [-0.13, 0.14, 0.07], [-0.35, -0.15, -0.06], [0.07, -0.32, 0.09], [-0.11, 0.13, 0.11], [0.14, 0.06, 0.37], [-0.34, 0.31, -0.29], [0.17, 0.09, -0.33], [0.47, 0.24, -0.01], [-0.03, 0.04, -0.10], [-0.08, 0.42, 0.04], [0.43, -0.08, 0.49], [0.71, -0.10, 0.65], [0.13, 0.30, 0.09], [-0.02, -0.08, -0.36], [0.34, 0.06, -0.37], [-0.11, -0.04, -0.14], [-0.05, 0.53, 0.41], [0.09, -0.10, 0.06], [0.07, 0.57, 0.60]], "de_lowest_kj_mol": 0.0, "e_tot_ha": -5761.82269, "e_homo_ha": -0.3026}